{
  "formula": "C10H16O",
  "method": "ωB97M-V with the def2-TZVPD basis set",
  "smiles": "Cc1ccc(O)cc1.CCC",
  "homo_ev": -8.80,
  "orbital_gap_ev": 9.7,
  "multiplicity": 1,
  "e_above_lowest_kcal_mol": 35.7,
  "elements": ["O", "C", "C", "C", "C", "C", "C", "C", "C", "C", "C", "H", "H", "H", "H", "H", "H", "H", "H", "H", "H", "H", "H", "H", "H", "H", "H"],
  "coordinates": [[2.880911, 2.449278, -1.357544], [0.720405, 0.010301, -3.012971], [0.020819, -0.874916, 2.521802], [0.051156, -1.329009, 3.993433], [-0.556582, 1.211923, -1.301137], [1.809663, 0.818263, -2.755437], [-1.356327, -0.538781, 2.058880], [-0.436246, 0.193155, -2.229240], [0.587445, 1.967747, -0.978788], [1.738702, 1.693871, -1.680270], [-1.542562, -0.847162, -2.308799], [0.570393, -1.667686, 1.997864], [-0.457024, -0.535068, 4.559061], [2.741199, 0.774788, -3.302080], [-1.203199, -1.801878, -1.908763], [0.746154, -0.758421, -3.772177], [-2.110649, -1.356017, 2.162326], [1.047391, -1.446444, 4.398098], [0.507651, 2.831364, -0.336487], [-0.583426, -2.209885, 4.056305], [0.599633, 0.034409, 2.301601], [-1.901999, 0.025041, 2.830002], [-1.571385, 1.305631, -0.954884], [-1.902670, -1.023811, -3.327170], [-1.454944, -0.218938, 1.030735], [3.480139, 1.835735, -0.940617], [-2.424656, -0.543490, -1.743738]],
  "forces_ev_per_angstrom": [[-0.66, -0.10, -0.25], [-0.41, 0.46, 0.74], [1.39, -0.14, 0.21], [-0.96, 1.51, -0.56], [1.02, -0.28, -0.65], [-0.07, -0.25, 0.39], [-2.37, -1.73, 0.80], [-0.22, -1.32, -0.56], [-1.59, -0.17, -0.63], [0.91, 1.08, 0.12], [-0.26, 0.37, -0.46], [-0.59, 0.11, -0.59], [0.16, -0.25, 0.27], [-0.02, -0.13, -0.10], [0.05, -0.02, 0.04], [0.01, -0.01, -0.06], [0.92, -0.54, -0.53], [0.12, -0.34, 0.00], [0.32, -0.12, 0.31], [0.30, -0.30, 0.30], [0.26, -0.18, 0.59], [0.68, 1.25, -0.54], [0.11, 0.60, 0.82], [0.23, -0.01, -0.01], [0.09, 0.62, 0.04], [0.50, -0.13, 0.18], [0.08, 0.03, 0.14]],
  "nbo_charge": [-0.704, -0.199, -0.403, -0.601, -0.202, -0.252, -0.625, -0.029, -0.253, 0.268, -0.628, 0.196, 0.194, 0.223, 0.219, 0.215, 0.197, 0.212, 0.230, 0.203, 0.196, 0.210, 0.215, 0.215, 0.219, 0.475, 0.209]
}


{
  "formula": "C5H6ClN",
  "method": "ωB97M-V with the def2-TZVPD basis set",
  "smiles": "C#C/C(=C\\Cl)CN",
  "homo_ev": -8.79,
  "orbital_gap_ev": 9.3,
  "multiplicity": 1,
  "e_above_lowest_kcal_mol": 165.1,
  "elements": ["Cl", "N", "C", "C", "C", "C", "C", "H", "H", "H", "H", "H", "H"],
  "coordinates": [[3.198774, 0.447132, 0.121207], [-1.030329, 1.805381, 0.195093], [1.557854, 0.773527, -0.180372], [-0.693048, 0.316578, 0.100526], [0.724843, -0.154422, -0.267860], [0.873212, -1.529770, -0.120040], [0.418528, -2.793599, -0.079600], [-0.134271, -3.977286, -0.249224], [-1.808636, 1.861065, 0.976866], [-1.724010, 2.070391, -0.840072], [-0.772804, -0.335124, 1.141707], [-1.463921, -0.301730, -0.466336], [0.853808, 1.817856, -0.331895]],
  "forces_ev_per_angstrom": [[0.59, 0.71, -0.25], [-4.05, -0.86, -2.18], [1.33, 6.21, -0.86], [-2.62, -3.02, 1.45], [-4.31, -1.78, 0.92], [-3.58, -10.96, -0.17], [1.06, 4.80, -1.01], [2.46, 4.48, 0.79], [2.08, -0.04, -2.03], [2.82, -1.13, 4.14], [-0.14, 2.43, -1.90], [0.87, 1.08, 0.18], [3.49, -1.91, 0.92]],
  "nbo_charge": [0.036, -0.856, -0.185, -0.232, -0.231, -0.045, -0.246, 0.310, 0.391, 0.365, 0.212, 0.197, 0.286]
}


{
  "formula": "C4H7NO",
  "method": "ωB97M-V with the def2-TZVPD basis set",
  "smiles": "N#CC1CC1.O",
  "homo_ev": -10.72,
  "orbital_gap_ev": 11.3,
  "multiplicity": 1,
  "e_above_lowest_kcal_mol": 41.3,
  "elements": ["O", "N", "C", "C", "C", "C", "H", "H", "H", "H", "H", "H", "H"],
  "coordinates": [[-1.822800, 0.371663, 1.751035], [2.996090, 1.165239, -0.493782], [1.874034, 0.882390, -0.446473], [0.485271, 0.500100, -0.342863], [-0.167138, -0.313831, -1.435693], [0.179031, -0.972272, -0.144735], [-2.125792, 0.041935, 2.604829], [0.416874, -0.542760, -2.320432], [-1.213920, -0.086338, -1.611903], [-0.145951, 1.242299, 0.137331], [1.039074, -1.634320, -0.124690], [-0.627750, -1.214865, 0.537504], [-0.887023, 0.560761, 1.889872]],
  "forces_ev_per_angstrom": [[0.03, 0.02, 0.27], [-1.09, -0.25, 0.00], [0.93, 0.22, -0.06], [0.03, 0.13, 0.04], [-0.05, 0.00, -0.19], [0.02, -0.16, 0.10], [-0.08, 0.06, -0.08], [-0.05, 0.04, 0.16], [0.19, -0.04, -0.01], [0.14, -0.13, -0.09], [-0.14, 0.11, -0.02], [0.16, 0.02, -0.17], [-0.11, -0.02, 0.06]],
  "nbo_charge": [-0.941, -0.330, 0.285, -0.366, -0.383, -0.395, 0.476, 0.230, 0.230, 0.252, 0.228, 0.245, 0.470]
}